Computed, not measured: an isolated ion of composition C5H9N2 and charge +1, with ωB97M-V/def2-TZVPD.

XYZ file:
```
16
Properties=species:S:1:pos:R:3:forces:R:3
C -0.61316 0.22174 -0.60628 7.2 -0.7 8.4
C 0.81281 0.73613 0.22702 -5.2 -0.8 -3.5
C -1.17482 0.61774 -1.75772 -1.3 3.0 -5.7
C -1.06143 -0.91711 0.26423 2.1 1.0 -2.6
C 0.26065 -1.40940 0.79089 -0.4 -1.4 1.4
N 1.03952 -0.24817 1.05323 1.4 1.0 0.5
N 1.41970 1.88053 0.06091 2.0 0.9 1.0
H -2.11158 0.31714 -1.97291 -3.2 -1.4 -0.2
H -1.01914 1.41402 -2.44267 1.3 0.7 -0.1
H -1.56802 -0.45379 1.07803 -1.2 -0.1 0.8
H -1.56279 -1.61336 -0.38739 -0.7 -0.5 0.5
H 0.05604 -1.84850 1.73652 0.0 -0.7 0.9
H 0.84431 -2.13579 0.24002 -0.3 -0.1 -0.7
H 1.84029 -0.28695 1.66785 0.0 0.0 0.0
H 1.26947 2.62286 -0.55896 -1.8 0.3 -1.7
H 2.24062 2.25782 0.51636 0.3 -1.3 1.0
```
Positions in Å, forces in eV/Å.

Its spin multiplicity is 3. For the HOMO-LUMO gap (spin up / spin down), the calculation gives 7.43 / 7.91 eV. The total charge is +1.

Computed, not measured: an isolated ion of composition C5H9N2O and charge +1, with ωB97M-V/def2-TZVPD.

XYZ file:
```
17
Properties=species:S:1:pos:R:3:forces:R:3
N -0.47303 -2.01195 0.28453 0.0 0.3 0.3
C -0.38766 -0.50788 0.22300 0.0 0.2 -0.4
C -1.23467 0.20866 -0.78125 0.1 -0.2 0.2
C 0.26983 0.14932 -0.94727 0.1 0.1 0.1
C 1.10604 1.38487 -0.62280 -0.1 -0.2 -0.3
N 1.15829 1.71232 0.76818 0.2 0.4 0.2
C 0.59477 1.06493 1.65874 0.0 0.1 0.2
O -0.21109 -0.06310 1.51375 -0.2 -0.4 -0.2
H -1.23417 -2.26846 0.93262 0.2 0.0 -0.2
H 0.40420 -2.39970 0.66528 -0.3 0.1 -0.2
H -0.65775 -2.41860 -0.64147 0.0 0.1 0.3
H -1.67070 1.14912 -0.47610 0.0 0.1 0.2
H -1.86271 -0.36225 -1.44693 0.0 -0.1 -0.1
H 0.66799 -0.47801 -1.73260 -0.1 -0.1 -0.1
H 2.13912 1.23574 -0.94812 -0.1 0.0 -0.1
H 0.72737 2.26702 -1.14881 0.1 -0.2 -0.1
H 0.66416 1.33797 2.69924 -0.1 -0.1 0.2
```
Positions in Å, forces in eV/Å.

For the HOMO-LUMO gap, the calculation gives 10.08 eV. The total charge is +1.

Computed, not measured: an isolated ion of composition C5H9N2O2 and charge +1, with ωB97M-V/def2-TZVPD.

XYZ file:
```
18
Properties=species:S:1:pos:R:3:forces:R:3
C 0.55800 0.93675 0.70783 0.1 0.6 -0.7
C -1.76244 -0.23369 0.66143 -1.3 -4.7 2.7
C -0.53957 1.80015 0.15214 -1.9 -1.0 1.9
C -1.77067 0.87788 -0.21594 3.0 -1.2 -2.0
C 1.23406 -1.36252 1.19652 0.6 2.2 0.4
N 0.37821 -0.57562 -1.07874 -1.1 -1.8 0.3
N 0.43566 -0.41416 0.35653 0.0 -0.7 -0.6
O 1.38562 1.33645 1.45506 0.6 0.2 0.7
O -2.06843 -1.20622 1.24826 1.0 4.2 -2.2
H -0.94724 2.26951 1.07054 0.6 0.4 -0.5
H -0.16099 2.56999 -0.48049 -0.3 0.3 -1.0
H -1.48967 0.14808 -1.12298 -0.2 1.7 1.0
H -2.68180 1.32436 -0.47070 -1.6 0.6 0.2
H 0.82674 -1.37469 2.24673 0.4 0.1 -1.2
H 1.12703 -2.30809 0.72712 0.3 -0.9 -0.2
H 2.28391 -0.90839 1.21018 -1.2 -1.2 0.1
H 1.20017 -0.50162 -1.67223 0.7 0.3 0.9
H 0.01522 -1.53743 -1.23316 0.3 0.9 0.0
```
Positions in Å, forces in eV/Å.

For the HOMO-LUMO gap, the calculation gives 9.80 eV. The total charge is +1.

Computed, not measured: a 2-piece molecular cluster, C5H9N2S overall, with ωB97M-V/def2-TZVPD.

XYZ file:
```
17
Properties=species:S:1:pos:R:3:forces:R:3
C 2.08307 1.46896 0.64316 0.6 -0.4 -0.8
C -2.23908 -0.26253 0.52210 -1.2 3.7 2.3
C -0.24290 0.85215 0.19048 1.5 1.5 -3.6
C 3.13710 0.48395 0.35694 -0.6 -1.4 2.6
C -2.06598 -1.58165 0.08268 2.5 -4.4 -0.6
N 0.84376 1.34462 0.51233 -0.9 -0.5 0.1
N -1.42342 0.77542 0.57030 -2.7 -2.9 1.0
S -0.59868 0.74724 -2.51436 3.2 -1.9 2.2
H 2.41937 2.43695 0.92240 0.2 1.0 0.2
H -3.19523 0.05642 0.97043 0.2 -0.5 -0.5
H 3.90224 0.78483 1.14969 -0.6 -1.2 -1.0
H 2.74925 -0.61890 0.35890 1.0 2.1 0.1
H 3.56124 0.75974 -0.57426 0.5 0.2 -1.2
H -2.99495 -2.11504 -0.21210 0.4 0.8 -0.1
H -1.66430 -2.39089 0.91408 -0.7 2.3 -1.5
H -1.25729 -1.60728 -0.74090 -1.3 -0.1 1.1
H -1.58335 1.42162 -2.91448 -2.3 1.8 -0.2
```
Positions in Å, forces in eV/Å.

For the HOMO-LUMO gap (spin up / spin down), the calculation gives 6.08 / 6.08 eV. The total charge is +1.

Table of calculated total energy (Eh), in record order: -304.9907 -380.3717 -455.5546 -703.1697
Table of maximum force (Eh/bohr), in record order: 0.2159 0.0106 0.1073 0.0998
Table of energy relative to the best compared isomer or geometry (same formula, charge and spin) (kcal/mol), in record order: 21.58 50.24 108.03 127.02